1.
Molecular formula: C6H3EuO5
Method: DFT, ωB97M-V/def2-TZVPD

Computed properties:
Lowest unoccupied orbital energy (spin up / spin down) = -17.857 / -20.407 eV
Net charge = +4
2S+1 = 7
Expectation value of S² = 12.02
HOMO energy (spin up / spin down) = -0.95982 / -0.90838 Eh

Geometry (Å):
Eu  -1.8792  0.5002  -3.2332
C  1.7476  0.0664  -0.0352
C  1.0455  0.6341  -1.1709
H  2.2504  0.6463  1.3854
O  -1.5860  -1.4599  2.7330
O  0.3546  -1.0616  1.6257
O  -0.8397  0.6770  2.3073
H  1.5857  1.3105  -1.8501
C  1.0633  0.1114  1.2848
O  -0.0983  0.2412  -1.4309
O  3.6790  -1.4889  -0.4584
C  0.1579  1.1647  1.6609
C  2.7605  -0.8644  -0.2906
H  0.3120  2.2442  1.6216
C  -0.7503  -0.7673  2.2910

Cartesian forces, eV/Å:
-0.8786 -0.0399 -0.8687
-0.9792 -0.7733 1.1893
-1.0173 0.4557 -2.9337
-0.9819 -0.8286 1.5428
1.5394 1.2937 -0.7804
3.1132 0.2845 -0.3935
1.6206 2.0914 -1.2720
-0.0206 0.1010 0.1078
0.4354 -1.2869 -1.7141
1.2407 0.7619 0.7812
-1.3511 0.4682 0.0503
-1.8233 0.3569 2.1147
2.3615 -0.7978 0.2030
-0.2374 0.1779 -0.0630
-3.0213 -2.2647 2.0361

Calculated atomic charges, method Mulliken, unit e: Eu 1.973; C 0.134; C -0.076; H 0.481; O -0.135; O -0.226; O -0.061; H 0.531; C 0.790; O -0.531; O 0.162; C -0.116; C 0.166; H 0.456; C 0.453

=====

2.
Molecular formula: C4H6NO
Method: DFT, ωB97M-V/def2-TZVPD

Computed properties:
Lowest unoccupied orbital energy (spin up / spin down) = -6.510 / -6.510 eV
Net charge = +1
Energy relative to the best compared isomer or geometry (same formula, charge and spin) = 6.3265 eV
HOMO energy (spin up / spin down) = -0.53645 / -0.53637 Eh

Geometry (Å):
C  -0.1905  0.6178  0.9943
H  -1.7028  1.9886  -0.1334
C  1.2099  0.9361  1.7185
H  -1.3290  -1.3343  -1.7732
O  1.4653  1.5650  0.4721
H  1.9132  0.0576  1.8577
C  -0.4222  -0.9244  -1.1776
H  0.2418  -0.6076  -1.9715
H  0.9615  1.6788  2.6066
N  -0.6560  0.0030  -0.2056
H  -0.0200  -1.8297  -0.7086
C  -1.2033  1.1608  0.1191

Cartesian forces, eV/Å:
2.3871 1.1913 -0.8901
-2.3820 2.7604 -1.4030
-0.1042 1.6549 -1.3056
0.8807 1.2677 1.3552
-2.5730 -1.7002 2.4959
-1.3489 0.8562 0.4501
-0.9011 -4.1574 -2.8074
0.4995 0.5957 0.1395
0.7649 -1.8403 -1.5939
-2.1132 4.3303 2.0227
0.2224 0.3275 -0.0627
4.6680 -5.2861 1.5993

Calculated atomic charges, method Mulliken, unit e: C 0.079; H 0.433; C -0.099; H 0.314; O -0.464; H 0.283; C -0.651; H 0.368; H 0.260; N 0.100; H 0.316; C 0.061

=====

3.
Molecular formula: C6H16NO2PS
Method: DFT, ωB97M-V/def2-TZVPD

Computed properties:
Lowest unoccupied orbital energy = 0.731 eV
Net charge = 0
Energy relative to the best compared isomer or geometry (same formula, charge and spin) = 0.0000 eV
HOMO energy = -0.34813 Eh

Geometry (Å):
O  0.7103  1.3737  0.0388
H  3.1951  -0.9346  -1.2108
H  0.1173  3.9135  -0.6384
N  2.7414  0.0309  -1.0191
C  -0.5348  -1.3834  1.1240
P  1.6192  0.0762  0.0360
H  0.9530  -2.1570  2.5651
O  0.5118  -1.3312  0.1415
H  -1.2402  -2.4027  -0.5866
C  -1.6928  -1.8919  0.2440
C  -0.0861  -2.3689  2.1994
H  0.9485  2.0770  -1.8046
C  0.1008  1.8766  -1.1993
H  -1.4219  2.9849  -0.1659
H  -0.7174  -0.5325  1.7809
H  -0.1648  -3.3882  1.7976
H  -1.1468  3.4832  -1.8167
H  -2.3636  -1.0422  -0.0388
C  -0.6282  3.2542  -0.9169
H  -0.2944  -0.0699  -2.0815
H  3.5301  0.1119  1.6825
C  -0.7745  0.8461  -1.8574
H  -1.0696  1.3290  -2.8857
S  2.2377  0.3553  2.1204
H  -2.2250  -2.6390  0.7697
H  -1.6108  0.6134  -1.2885
H  -0.6943  -2.1846  3.0101

Cartesian forces, eV/Å:
-0.5649 -0.0810 -0.3477
-1.1570 2.2925 0.4830
0.9380 1.7260 0.8152
0.3393 -2.3301 -0.3730
0.6638 -1.5019 0.0272
-1.5561 -2.0278 2.1310
-0.8561 -0.1914 -0.6708
3.0954 3.9007 -0.5117
0.0123 0.1340 -0.5720
-0.2003 1.6270 0.9397
1.7631 -0.5934 -1.7269
0.7173 0.2150 -0.9031
-0.3120 0.6989 0.3877
0.8995 0.8692 -0.3038
-0.0819 1.0917 -1.1894
0.1229 0.0894 0.4867
-0.1878 0.6345 -0.7799
0.4854 -0.9695 -0.0680
-1.1014 -4.5924 0.5879
0.8162 -0.8423 -0.2115
-0.9492 0.1836 0.5537
0.3788 2.2177 -2.8004
0.2018 -1.0297 1.8708
0.9514 -0.4884 -1.4802
-1.0323 -0.6100 0.6928
-1.7815 -0.1602 0.9680
-1.6045 -0.2620 1.9946

Calculated atomic charges, method Mulliken, unit e: O -0.269; H 0.286; H 0.397; N -0.739; C 0.735; P 0.668; H 0.268; O -0.421; H 0.357; C -1.460; C -1.389; H 0.331; C 0.433; H 0.324; H 0.337; H 0.340; H 0.396; H 0.233; C -1.373; H 0.403; H 0.173; C -1.231; H 0.359; S -0.353; H 0.479; H 0.255; H 0.462

=====

4.
Molecular formula: C21H30BiGe2NOS
Method: DFT, ωB97M-V/def2-TZVPD

Computed properties:
Lowest unoccupied orbital energy (spin up / spin down) = -2.962 / -5.306 eV
Net charge = +1
2S+1 = 2
Expectation value of S² = 0.76
HOMO energy (spin up / spin down) = -0.40453 / -0.40304 Eh

Geometry (Å):
H  4.3927  -1.6454  6.2378
C  2.3982  -0.6710  3.6796
H  -4.0427  -2.0017  0.4451
C  3.5425  1.9391  -2.3454
H  -0.6882  -4.4922  0.5128
H  1.4966  4.5972  0.0175
C  -1.5182  -0.4869  -2.6062
H  0.6228  -2.3491  0.5233
N  1.2625  -0.4884  4.3934
H  -2.5782  -1.8710  -1.3517
C  -3.0144  -1.6541  -4.6813
H  3.7947  2.4410  -0.2317
H  1.6656  4.5742  -2.5189
C  3.2003  1.7757  -0.8589
H  2.2533  -1.2319  7.4879
H  -3.0663  0.8677  1.0033
C  3.5041  -1.3128  5.7193
H  4.5920  1.6944  -2.5125
H  -3.8688  -2.8879  -3.1493
H  3.3869  2.9595  -2.6941
C  -0.7424  0.1140  -1.4750
Ge  -1.1355  -0.5823  0.3405
C  -2.4298  -1.5097  -2.3608
H  2.9493  1.2730  -2.9734
H  0.2521  -0.4665  6.1730
C  2.3208  -1.0862  6.4202
C  -2.9325  -0.2168  1.0429
H  -0.1828  4.1004  -0.0936
C  -1.1236  -3.5715  0.1217
C  -3.1707  -2.0935  -3.3786
C  1.2165  -0.6657  5.7328
C  -0.4414  -2.3617  0.7631
C  0.7880  4.0302  -0.5884
C  -2.1168  -0.6276  -4.9505
H  -2.8509  -0.4778  2.1027
H  3.3994  0.7563  -0.5275
H  4.4461  -1.2393  3.7916
O  0.1208  -0.1510  3.7935
C  -4.1401  -0.9152  0.4176
C  0.1612  1.0828  -1.6873
C  0.6997  4.5852  -2.0150
Bi  0.3314  1.1124  1.8185
H  0.3186  1.3989  -2.7197
H  -5.0466  -0.6579  0.9669
C  3.5398  -1.0952  4.3618
S  2.4162  -0.3838  1.9692
C  -1.3826  -0.0523  -3.9296
H  0.3552  5.6195  -1.9958
H  -2.1931  -3.6045  0.3360
H  -3.5885  -2.1009  -5.4821
Ge  1.3172  2.1553  -0.5463
H  -0.7012  0.7479  -4.1820
H  -0.9961  -3.5851  -0.9597
H  -4.2890  -0.6178  -0.6196
H  -0.5085  -2.4171  1.8536
H  -0.0048  4.0187  -2.6259
H  -1.9910  -0.2716  -5.9646

Cartesian forces, eV/Å:
-0.0048 0.0030 -0.0055
-0.0713 0.0336 -0.0282
0.0034 0.0009 0.0001
0.0626 -0.0358 0.0192
-0.0105 -0.0014 -0.0065
-0.0016 0.0197 -0.0207
0.0535 0.0844 0.0029
0.0072 -0.0242 -0.0023
-0.0284 -0.0017 0.0171
0.0328 -0.0480 -0.0155
-0.0109 0.0009 0.0070
0.0251 0.0037 -0.0270
0.0202 -0.0072 0.0021
0.0380 -0.0572 0.0805
0.0049 -0.0015 -0.0061
-0.0314 -0.0028 0.0009
0.0181 -0.0041 -0.0044
-0.0031 0.0070 -0.0156
0.0037 0.0001 0.0076
-0.0074 0.0225 0.0063
-0.0841 0.0198 -0.1532
-0.0492 -0.0280 -0.0829
0.0612 -0.0453 0.0291
-0.0054 -0.0036 0.0180
-0.0054 0.0022 -0.0149
0.0007 0.0034 0.0209
-0.0570 0.0197 -0.0118
-0.0060 0.0423 -0.0117
0.0262 -0.0027 0.0455
0.0072 0.0092 -0.0079
0.0084 -0.0105 -0.0179
-0.0005 -0.0597 -0.0185
-0.0392 0.0591 0.0143
0.0118 0.0073 0.0129
-0.0404 0.0072 0.0032
0.0460 -0.0003 -0.0295
-0.0037 -0.0004 0.0061
-0.0163 -0.0006 -0.0363
-0.0429 0.0348 0.0489
-0.0272 -0.0483 0.0148
-0.0260 0.0303 0.0233
0.1078 -0.0652 0.4993
-0.0135 -0.0051 -0.0206
0.0028 -0.0080 0.0049
0.0189 0.0010 0.0089
0.0554 -0.0400 0.0356
-0.0055 -0.0179 -0.0046
0.0023 -0.0008 -0.0085
0.0039 0.0132 -0.0007
0.0060 0.0013 0.0029
-0.0466 0.0804 -0.4054
0.0041 0.0046 -0.0120
-0.0008 0.0204 -0.0235
-0.0103 0.0151 0.0307
0.0167 -0.0221 0.0061
-0.0008 -0.0040 0.0166
0.0010 -0.0005 0.0057

Calculated atomic charges, method Mulliken, unit e: H 0.410; C 0.766; H 0.229; C -1.158; H 0.410; H 0.420; C 0.343; H 0.381; N 0.467; H 0.322; C -0.481; H 0.426; H 0.267; C -0.335; H 0.416; H 0.386; C -0.176; H 0.382; H 0.402; H 0.264; C 1.752; Ge 0.302; C 0.133; H 0.303; H 0.452; C -0.714; C -0.444; H 0.329; C -1.126; C -1.305; C -0.231; C -0.244; C -0.458; C -0.826; H 0.390; H 0.307; H 0.405; O -0.722; C -1.076; C -1.404; C -1.085; Bi 0.379; H 0.191; H 0.406; C -0.822; S -0.406; C -0.510; H 0.375; H 0.245; H 0.413; Ge -0.189; H 0.392; H 0.304; H 0.310; H 0.326; H 0.295; H 0.409

=====

5.
Molecular formula: C3H3NO
Method: DFT, ωB97M-V/def2-TZVPD

Computed properties:
Lowest unoccupied orbital energy = 0.602 eV
Net charge = 0
Energy relative to the best compared isomer or geometry (same formula, charge and spin) = 3.7870 eV
HOMO energy = -0.31560 Eh

Geometry (Å):
H  -0.1751  1.9207  -0.5200
H  -0.6447  -0.9627  -1.8459
N  -0.5460  -0.2388  0.2539
H  0.5092  0.3568  2.2501
C  -0.2589  1.2032  0.2317
O  0.8919  -1.7818  -0.7576
C  0.2541  0.5258  1.2130
C  -0.0306  -1.0232  -0.8253

Cartesian forces, eV/Å:
-0.4494 1.2158 -0.6357
0.7594 0.3066 2.1121
-1.5044 -0.7642 -1.9812
0.3678 0.0999 -0.4296
1.3284 -1.5446 1.4916
0.1267 -0.1353 0.2409
-0.2629 0.6781 0.0216
-0.3656 0.1437 -0.8197

Calculated atomic charges, method Mulliken, unit e: H 0.344; H 0.288; N -0.314; H 0.316; C -0.158; O -0.452; C -0.196; C 0.172

=====

6.
Molecular formula: C5H34NO13
Method: DFT, ωB97M-V/def2-TZVPD

Computed properties:
Lowest unoccupied orbital energy = 2.604 eV
Net charge = -1
Energy relative to the best compared isomer or geometry (same formula, charge and spin) = 2.9924 eV
HOMO energy = -0.19284 Eh

Geometry (Å):
H  0.4160  2.9621  -1.9907
O  1.2347  -1.0771  -4.1477
H  -3.6187  -2.9511  -0.3438
O  2.7107  -0.1156  0.4541
H  2.0153  -0.5310  -4.2724
H  -2.8738  -2.3459  -2.7021
O  0.2372  -1.4002  1.2474
H  0.8511  -2.0362  -1.0821
C  -1.4022  2.1595  0.0119
H  -0.6959  -1.6288  1.4311
C  -2.4156  1.3235  0.8483
H  -0.4028  -1.8543  -1.7765
H  -1.9098  1.0259  -2.1662
O  -3.2417  -3.5833  0.2695
O  0.9004  3.6682  -2.4570
H  -2.6546  -1.4673  1.5220
H  2.0945  -2.0660  0.7255
H  1.0535  1.6118  1.0775
H  1.6908  3.2240  1.1605
O  0.3569  -2.4763  -1.7919
H  -1.1504  3.1521  1.8775
O  0.9258  2.6242  2.9350
H  -1.8745  2.9474  -0.5660
H  2.2953  0.0237  3.5637
H  -2.3792  1.6572  1.8862
H  -2.3720  -2.9653  1.7645
H  3.3611  -0.8058  0.6556
O  4.0419  1.8095  -0.7150
C  -1.0676  0.4129  -1.7833
O  2.6257  -2.7214  1.2192
H  2.2870  -3.6018  1.0257
O  -2.3287  -2.0839  2.1856
H  3.3264  1.4855  -0.1466
H  1.3617  -1.6233  -3.3524
H  0.1696  -0.7008  0.5893
O  1.3871  0.1099  3.2718
O  -3.4659  -2.2450  -1.9511
H  -2.2488  0.2670  0.6604
H  0.9824  -0.7278  2.9963
C  0.8846  2.5936  1.5276
H  -3.1097  -1.4162  -1.5049
H  1.7738  3.5927  -2.0700
H  -0.0866  0.7577  -0.0056
H  -3.4720  1.5027  0.6151
O  -1.5485  -0.7381  -1.2116
H  0.5865  1.8013  3.3148
N  -0.4538  1.3243  -0.7392
H  2.2914  -0.0581  1.3317
H  3.8395  2.0145  -1.6256
H  -2.5911  -4.1239  -0.1712
C  -0.5244  3.0225  0.9915
H  -0.4331  4.0397  0.6021
H  -0.3043  0.3096  -2.5653

Cartesian forces, eV/Å:
-0.0338 -0.1111 0.0041
0.0713 -0.0617 -0.2560
0.3628 -0.1346 -1.0421
-0.1378 -0.5172 1.0099
0.0168 -0.0986 0.2048
0.1089 0.0466 0.2083
-0.0812 0.1295 0.2335
0.0947 -0.5252 -0.1160
1.2912 -0.0144 1.4131
0.0611 -0.1890 0.1224
-0.6968 0.7354 -0.2721
-1.1257 0.2206 0.1184
0.2894 0.0291 -0.3901
-0.2816 -1.0721 1.7092
-0.1989 -0.1655 0.0926
-0.2329 -0.2541 -0.1212
-0.2612 -0.9596 0.4546
0.4569 -0.0897 0.6186
-0.1184 0.2567 -0.0137
1.0793 0.0829 0.1513
0.2383 0.1517 0.1493
0.1463 0.4968 0.2624
-0.2841 -0.4994 -0.7105
-0.0261 -0.4573 0.1354
0.3194 -0.6160 0.1700
-0.5444 0.6952 -0.2202
0.3569 0.2103 -0.5329
1.3206 0.6629 0.4561
-0.8574 0.8067 1.4667
0.5295 0.1013 -0.1213
-0.1668 0.3279 -0.1351
0.7088 0.0470 0.6029
-0.1926 -0.1987 -0.9880
-0.2362 0.1225 0.0000
-0.2452 -0.2839 -0.1746
-0.2527 0.0342 0.0134
-0.9021 0.7788 0.0023
0.1556 0.0116 0.3061
0.3987 -0.1696 -0.1386
-1.4321 -0.5938 -0.7245
0.6644 -0.6642 -0.7620
0.2293 0.0983 0.0817
0.5763 -0.5111 -0.0355
0.1134 0.0562 -0.5153
0.6552 0.0346 -0.4562
0.2712 0.0455 -0.4377
-0.9063 1.1187 -1.4037
-0.3553 0.3888 -0.1316
-0.7969 -0.2427 0.1499
0.0356 0.2132 -0.7318
-0.1486 0.9657 0.5970
0.0594 -0.0741 -0.2994
-0.0959 -0.3653 -0.0038

Calculated atomic charges, method Mulliken, unit e: H 0.286; O -0.628; H 0.348; O -0.734; H 0.285; H 0.284; O -0.400; H 0.439; C 0.845; H 0.389; C -1.057; H 0.400; H 0.250; O -0.713; O -0.727; H 0.315; H 0.352; H -0.994; H 0.416; O -0.872; H 0.437; O -0.640; H 0.477; H 0.265; H 0.492; H 0.387; H 0.287; O -0.661; C -0.574; O -0.717; H 0.312; O -0.737; H 0.443; H 0.338; H 0.175; O -0.668; O -0.780; H -0.266; H 0.319; C 1.151; H 0.462; H 0.279; H -0.800; H 0.347; O -0.723; H 0.371; N 0.647; H 0.226; H 0.270; H 0.292; C -1.580; H 0.338; H 0.345

=====

7.
Molecular formula: C6H9N
Method: DFT, ωB97M-V/def2-TZVPD

Computed properties:
Lowest unoccupied orbital energy = 1.029 eV
Net charge = 0
Energy relative to the best compared isomer or geometry (same formula, charge and spin) = 0.4012 eV
HOMO energy = -0.28633 Eh

Geometry (Å):
C  -0.6140  -0.7734  -1.7609
C  0.2424  -0.1714  0.7194
H  -0.0720  3.1337  0.3955
C  -0.0527  2.0556  0.3584
N  -0.4068  1.3604  -0.7716
C  -0.2353  0.0227  -0.5599
H  -0.5549  1.6143  -1.7517
H  -0.4035  -0.0988  -2.6332
H  -0.0854  -1.7283  -1.8323
H  0.6622  1.3565  2.3144
H  -1.6944  -0.9459  -1.8267
H  1.3337  -1.3018  2.1951
C  0.3307  1.1328  1.3035
H  -0.2362  -2.0038  1.7909
H  1.1166  -2.1414  0.6584
C  0.6265  -1.4708  1.3740

Cartesian forces, eV/Å:
0.0670 0.1038 -0.4916
-0.1673 -0.0079 -0.2362
-0.0412 -0.0996 0.0080
0.0981 0.1491 -0.0187
0.1099 -0.0889 -0.1691
0.0063 -0.0257 -0.0130
0.0163 0.7756 1.1113
0.1383 -1.0684 0.3548
-0.0843 0.2314 -0.2051
-0.0900 -0.0284 -0.2975
0.1155 -0.2216 0.2478
-0.1531 0.0200 -0.1776
0.0282 0.1252 -0.1375
0.1020 0.0778 -0.0571
-0.1045 0.0764 0.1066
-0.0413 -0.0188 -0.0250

Calculated atomic charges, method Mulliken, unit e: C -1.182; C 0.772; H 0.398; C -0.647; N -0.051; C 0.089; H 0.218; H 0.295; H 0.324; H 0.381; H 0.230; H 0.328; C -0.518; H 0.244; H 0.317; C -1.198

=====

8.
Molecular formula: C2N2O4S2
Method: DFT, ωB97M-V/def2-TZVPD

Computed properties:
Lowest unoccupied orbital energy = -1.750 eV
Net charge = 0
Energy relative to the best compared isomer or geometry (same formula, charge and spin) = 2.6195 eV
HOMO energy = -0.46836 Eh

Geometry (Å):
C  1.5717  -0.7051  -0.3415
N  1.9857  -1.6400  -0.8322
S  -0.9387  0.6388  -0.6994
O  1.8828  1.8442  0.4197
O  0.5034  0.4314  1.8852
N  -1.9183  -1.3415  1.2022
O  -0.6575  -0.0099  -1.9834
O  -1.7901  1.7563  -0.6410
S  0.9176  0.7703  0.4967
C  -1.4251  -0.5824  0.5116

Cartesian forces, eV/Å:
-0.8660 2.4229 1.5402
0.6960 -1.5148 -0.7842
0.2407 -2.2307 -2.4457
-1.3851 -1.0668 -1.2498
0.4837 0.3007 -3.6399
-0.5128 -0.9363 0.7125
-0.2152 1.0802 2.8142
-0.1996 0.7595 0.6287
1.9764 0.0821 4.0597
-0.2179 1.1032 -1.6357

Calculated atomic charges, method Mulliken, unit e: C 0.315; N -0.267; S 0.885; O -0.493; O -0.466; N -0.285; O -0.456; O -0.456; S 0.868; C 0.357